{"formula": "C26H21N2O5", "method": "wB97M-V/def2-TZVPD", "species": ["O", "O", "O", "O", "O", "N", "N", "C", "C", "C", "C", "C", "C", "C", "C", "C", "C", "C", "C", "C", "C", "C", "C", "C", "C", "C", "C", "C", "C", "C", "C", "C", "C", "H", "H", "H", "H", "H", "H", "H", "H", "H", "H", "H", "H", "H", "H", "H", "H", "H", "H", "H", "H", "H"], "xyz": [[-1.85314, 1.33548, 3.06387], [3.72089, -3.89694, 9.16846], [-3.14530, -0.51479, 2.99337], [2.39805, -5.54799, 8.56955], [-3.35967, 1.18959, 6.35146], [5.80338, 0.12133, 2.48408], [2.63035, -4.32604, 8.72769], [-5.20020, -1.12130, 8.55284], [-0.86910, -0.85054, 3.07488], [-7.46557, -0.33217, 8.85729], [0.40417, -3.86778, 7.83493], [-4.15083, 0.49462, 3.12749], [-0.53649, -2.96796, 7.36240], [-7.19586, 0.77056, 8.03182], [4.62995, 0.06065, 2.47082], [2.34321, 1.02211, 2.64692], [-4.94176, -0.06370, 7.65440], [1.87974, -1.99717, 8.42773], [-5.93710, 0.90292, 7.45049], [-2.60488, -0.91519, 7.08257], [-1.29005, -0.63600, 6.92042], [-1.92685, 0.10520, 3.05032], [3.20738, -0.08637, 2.49098], [-3.60286, 0.14700, 6.97462], [1.61979, -3.38846, 8.36338], [0.97994, 0.82364, 2.80689], [-5.50113, -0.13025, 2.98781], [1.31669, -1.59117, 2.49149], [2.67124, -1.38090, 2.37010], [-0.27824, -1.56234, 7.37754], [-6.46519, -1.26723, 9.13262], [0.94865, -1.10461, 7.93690], [0.44612, -0.50708, 2.81556], [-5.74754, -0.17140, 1.92549], [-8.45952, -0.43879, 9.28807], [1.11377, -0.02011, 8.00243], [-7.94792, 1.52300, 7.80985], [-6.66764, -2.12358, 9.78324], [-5.69169, 1.76162, 6.82271], [2.80505, -1.66306, 8.89168], [-1.15342, -1.89608, 3.12872], [-5.57958, -1.12263, 3.44031], [-4.04183, 0.94397, 4.12737], [-4.39543, -1.81949, 8.78490], [3.33261, -2.22720, 2.15118], [0.28085, 1.65946, 2.89589], [2.76241, 2.03469, 2.62491], [0.84045, -2.55582, 2.30722], [-2.96755, -1.91338, 7.32238], [-6.21065, 0.54603, 3.46832], [-0.98426, 0.37995, 6.63172], [0.21673, -4.94048, 7.83080], [-1.48471, -3.35272, 6.97714], [-3.98358, 1.23763, 2.32973]], "forces_ev_per_a": [[0.0, -0.3, -0.1], [-2.0, -0.7, -0.7], [-0.8, 0.7, 0.2], [0.3, 2.2, 0.3], [-0.6, -1.4, 1.2], [-2.2, 0.0, -0.1], [2.2, -1.9, 0.8], [0.0, 0.3, -0.5], [-1.3, 0.6, 0.1], [0.1, 0.3, -0.2], [0.4, 0.2, 0.4], [0.1, -0.2, 0.2], [0.4, 0.7, 0.1], [0.4, -0.4, 0.0], [2.0, 0.1, 0.0], [-0.4, -0.3, 0.0], [-0.2, 0.2, 0.6], [0.1, -1.1, 0.3], [0.1, -0.1, -0.1], [0.8, 0.0, -0.3], [-1.2, 0.6, 0.5], [1.4, -0.5, 0.2], [0.4, 0.2, 0.0], [-0.1, 1.5, -1.1], [-1.2, 1.4, -0.9], [0.4, 0.1, -0.2], [-0.5, 0.1, -0.3], [0.6, 0.5, 0.0], [-0.3, -0.6, -0.1], [1.1, -1.7, 0.3], [0.1, 0.1, -0.2], [-1.1, 0.1, -0.5], [0.5, -0.2, -0.1], [-0.2, -0.4, 0.1], [0.2, -0.1, 0.0], [0.1, -0.6, -0.1], [0.0, -0.2, 0.2], [0.1, 0.4, -0.2], [-0.1, -0.3, 0.1], [-0.2, -0.1, -0.3], [0.0, 0.1, -0.2], [0.1, 0.1, 0.0], [0.0, 0.2, -0.5], [-0.4, 0.1, 0.0], [-0.1, 0.4, 0.1], [0.4, -0.4, 0.1], [-0.2, -0.4, 0.1], [0.4, 0.1, 0.2], [0.3, 0.3, 0.2], [-0.2, -0.1, 0.0], [-0.2, -0.5, 0.1], [0.1, 0.3, -0.1], [0.4, 0.2, 0.0], [-0.2, 0.0, 0.6]], "spin_multiplicity": 1, "charge": -1, "gap_ev": 3.68}

{"formula": "C26H21N5OPdS3", "method": "wB97M-V/def2-TZVPD", "species": ["Pd", "S", "S", "S", "O", "N", "N", "N", "N", "N", "C", "C", "C", "C", "C", "C", "C", "C", "C", "C", "C", "C", "C", "C", "C", "C", "C", "C", "C", "C", "C", "C", "C", "C", "C", "C", "H", "H", "H", "H", "H", "H", "H", "H", "H", "H", "H", "H", "H", "H", "H", "H", "H", "H", "H", "H", "H"], "xyz": [[0.65461, 0.27376, -0.10439], [-0.04594, 1.56494, 1.69144], [-3.98630, -2.11561, 0.65106], [1.42821, 1.96884, 4.18965], [2.08088, -0.25425, -1.53021], [-0.75526, 0.95348, -1.41721], [2.22642, 0.23245, 2.37396], [-1.67228, -1.25416, 0.02451], [-2.76912, 1.50620, -2.15357], [1.97716, -0.40691, 1.14433], [3.22862, -2.57421, 6.59466], [-2.27179, -2.17505, 0.70840], [0.51625, 2.73972, -2.65170], [1.95171, -0.90959, 5.41199], [-2.58558, -0.44041, -0.58944], [-2.07616, 3.47261, -3.60962], [2.05625, -2.17468, 5.97221], [4.29878, -1.69348, 6.65969], [3.01773, -0.02298, 5.46962], [-1.88859, 2.41036, -2.73160], [4.18895, -0.42938, 6.10274], [2.33005, -3.67241, -0.29432], [1.33268, 1.11633, 2.64652], [2.99168, 1.36188, 4.85379], [2.57011, -1.54353, 0.95212], [2.32200, -2.28051, -0.30367], [-0.93902, 4.15680, -3.98801], [0.33688, 3.79593, -3.51805], [-3.89634, -0.75267, -0.36738], [-2.03432, 0.66302, -1.38004], [1.60510, -2.32331, -2.61265], [1.99778, -1.56783, -1.49515], [3.45117, -2.15350, 2.00126], [-0.62774, 2.04969, -2.25863], [1.59183, -3.70418, -2.56682], [1.96474, -4.39842, -1.41673], [5.21857, -1.98957, 7.14690], [2.83206, -2.68648, 2.72723], [2.60207, -4.19638, 0.61326], [3.30870, -3.56276, 7.02724], [3.27424, 2.09672, 5.60989], [1.28809, -4.25624, -3.44873], [1.19551, 4.36283, -3.84951], [5.02945, 0.25330, 6.15634], [4.15032, -2.85507, 1.55535], [-1.75084, -2.93008, 1.27576], [3.98366, -1.38692, 2.55685], [1.03636, -0.60674, 4.92430], [-1.02987, 4.99192, -4.66912], [3.72500, 1.42011, 4.04700], [1.48816, 2.43817, -2.28478], [-3.76066, 1.45730, -2.29616], [1.34316, -1.78653, -3.51553], [-3.05383, 3.75479, -3.97461], [-4.78245, -0.26193, -0.73128], [1.96628, -5.47892, -1.39771], [1.21335, -2.85275, 5.91984]], "forces_ev_per_a": [[0.7, 1.0, -0.2], [-0.2, -0.3, -0.1], [-0.1, 0.0, 0.0], [0.0, -0.1, -0.1], [-0.9, -0.5, -0.2], [-0.4, 0.4, 0.0], [-0.2, 0.0, -0.4], [-0.2, -0.4, 0.1], [0.3, 0.0, 0.0], [0.6, -0.5, 0.9], [0.0, 0.0, 0.0], [0.0, 0.2, -0.1], [0.0, 0.0, 0.1], [0.0, 0.1, 0.0], [0.1, 0.2, 0.0], [0.1, 0.0, 0.1], [0.0, 0.0, 0.0], [0.0, 0.0, 0.0], [0.0, 0.0, -0.1], [-0.1, 0.0, 0.0], [0.0, 0.0, 0.0], [0.0, -0.1, -0.1], [0.0, -0.1, 0.3], [0.0, -0.1, 0.0], [0.0, 0.1, -0.3], [-0.1, 0.2, 0.2], [0.1, 0.0, 0.0], [-0.1, 0.0, 0.0], [0.2, 0.0, 0.0], [-0.2, -0.2, 0.1], [0.3, 0.0, 0.0], [0.2, 0.0, 0.2], [-0.1, 0.1, 0.1], [0.1, -0.1, -0.1], [0.0, 0.0, 0.0], [0.0, 0.1, 0.0], [0.0, 0.0, 0.0], [0.0, 0.0, 0.0], [0.0, 0.0, 0.0], [0.0, 0.0, 0.0], [0.0, 0.0, 0.0], [0.0, 0.0, 0.0], [0.0, 0.0, 0.0], [0.0, 0.0, 0.0], [0.0, 0.0, 0.0], [0.0, 0.0, 0.0], [0.0, 0.0, 0.0], [-0.1, 0.0, 0.0], [0.0, 0.0, 0.0], [0.0, 0.0, 0.1], [0.0, 0.0, 0.0], [0.0, 0.0, 0.0], [0.0, 0.0, 0.0], [0.0, 0.0, 0.0], [0.0, 0.0, 0.0], [0.0, 0.0, 0.0], [0.0, 0.0, 0.0]], "spin_multiplicity": 1, "gap_ev": 6.90}

{"formula": "C26H22BBr2ClCoN11O3", "method": "wB97M-V/def2-TZVPD", "species": ["Br", "Br", "Co", "Cl", "O", "O", "O", "N", "N", "N", "N", "N", "N", "N", "N", "N", "N", "N", "C", "C", "C", "C", "C", "C", "C", "C", "C", "C", "C", "C", "C", "C", "C", "C", "C", "C", "C", "C", "C", "C", "C", "C", "C", "C", "B", "H", "H", "H", "H", "H", "H", "H", "H", "H", "H", "H", "H", "H", "H", "H", "H", "H", "H", "H", "H", "H", "H"], "xyz": [[-1.96525, 1.59372, -3.00991], [1.23691, 1.30494, -2.52684], [0.42220, -0.23190, 0.00629], [-3.74489, 6.29532, -4.04540], [0.48392, 1.53085, 0.63495], [-1.41321, 1.66725, 1.82859], [-0.05110, 4.22193, 0.01211], [-3.87002, -2.95422, -2.39499], [-5.51150, -0.84748, 1.20973], [-1.33190, -0.20889, -0.29763], [1.13276, -2.98071, -0.45121], [0.15885, -1.26623, 1.75784], [2.66901, -5.21389, 0.81528], [2.83951, -1.54526, 0.64069], [2.73060, -3.97239, 1.34102], [2.29381, -0.36791, 0.30303], [0.54597, -1.89214, -0.98860], [0.87882, -2.39164, 1.92635], [-3.16564, 4.23338, 0.64473], [-0.19436, 3.68578, 1.31176], [-0.74463, -1.19461, 2.72469], [-0.43854, 2.15688, 1.28467], [-0.53954, 5.05009, -2.05089], [-0.61326, -2.30927, 3.55462], [-2.39561, -0.67617, -0.33359], [4.48605, -0.07606, 0.51467], [3.85312, -5.27454, 2.73093], [3.26600, 0.53313, 0.22525], [-2.43725, 4.69971, -0.59313], [0.83006, -4.06103, -1.19084], [-2.69800, 5.65453, -2.82159], [3.43916, -3.98885, 2.50504], [-0.12253, -2.28731, -2.07040], [-3.22318, 5.24202, -1.61384], [-1.33694, 5.55094, -3.05483], [4.16658, -1.39422, 0.77510], [-3.61180, -1.27899, -0.46322], [0.42198, -3.04431, 3.00844], [3.34022, -5.99702, 1.63624], [-0.21914, 1.45229, -3.81275], [-1.05586, 4.62899, -0.81963], [0.03319, -3.65572, -2.24602], [-4.65648, -1.04090, 0.46215], [-3.77587, -2.19707, -1.53038], [1.92886, -2.78692, 0.85852], [-1.19763, -2.55133, 4.42364], [3.05622, 1.55955, -0.02667], [-0.39274, -4.26010, -3.02605], [3.43395, -7.04712, 1.41260], [-0.03645, 2.35208, -4.38550], [-0.67946, -1.59284, -2.67837], [-0.19603, 0.56508, -4.43113], [-0.91716, 5.85871, -4.00264], [-0.96692, 4.16759, 1.90424], [0.77912, 3.85239, 1.77405], [4.43055, -5.64743, 3.55844], [5.45879, 0.38078, 0.53729], [-1.42035, -0.35490, 2.77183], [-4.22641, 4.13517, 0.42024], [-2.81291, 3.26738, 0.99390], [0.86383, -3.97038, 3.33398], [4.80092, -2.22273, 1.03837], [1.21813, -5.02354, -0.91706], [0.53235, 4.97123, -2.18433], [-3.07154, 4.95381, 1.46015], [-4.28975, 5.32855, -1.45183], [3.59237, -3.08800, 3.07781]], "forces_ev_per_a": [[0.3, 0.1, -0.2], [-0.3, -0.2, 0.1], [1.1, -0.8, 1.9], [-0.1, 0.0, -0.1], [0.4, -0.6, -0.2], [0.3, 0.0, 0.1], [0.2, 0.0, 0.1], [0.0, 0.1, 0.0], [0.0, 0.0, 0.0], [-1.7, 0.3, -0.6], [0.3, -0.4, -0.1], [0.3, 0.8, -1.6], [-0.2, -0.1, -0.2], [0.2, -0.2, 0.1], [0.1, 0.2, 0.3], [0.3, 0.4, 0.0], [-0.2, 0.2, 0.1], [0.0, 0.0, 0.1], [0.1, 0.1, 0.0], [-0.1, -0.4, -0.1], [-0.3, 0.1, 0.1], [-0.6, 0.6, 0.1], [0.1, -0.1, 0.1], [0.1, 0.0, -0.1], [0.2, -0.1, 0.1], [-0.1, 0.0, 0.0], [0.0, 0.0, 0.0], [0.1, 0.0, 0.0], [0.1, -0.1, 0.1], [0.0, 0.1, -0.2], [0.1, -0.1, 0.2], [0.0, 0.0, 0.0], [0.0, -0.1, -0.1], [0.0, 0.0, -0.2], [-0.1, 0.0, -0.1], [0.1, 0.1, -0.1], [-0.1, 0.0, 0.0], [-0.1, 0.2, 0.1], [0.0, 0.1, 0.0], [-0.2, 0.0, 0.1], [-0.1, 0.2, -0.3], [0.0, 0.0, 0.0], [-0.1, 0.1, 0.1], [0.0, -0.2, -0.1], [-0.2, 0.0, -0.2], [0.0, 0.0, 0.0], [-0.1, 0.0, 0.0], [0.0, 0.0, 0.0], [0.0, 0.0, 0.0], [0.0, 0.0, 0.0], [-0.1, 0.1, 0.1], [0.0, 0.0, 0.0], [0.0, 0.0, 0.0], [0.0, 0.0, -0.1], [-0.1, 0.0, 0.1], [0.0, 0.0, 0.0], [0.0, 0.0, 0.0], [0.0, 0.0, -0.1], [0.0, 0.0, 0.0], [0.0, 0.0, 0.1], [0.0, 0.0, -0.1], [-0.1, 0.0, 0.0], [0.0, 0.0, 0.0], [0.0, 0.0, 0.0], [0.0, 0.0, 0.0], [0.0, 0.0, 0.0], [0.0, 0.0, 0.0]], "spin_multiplicity": 1, "gap_ev": [6.10, 6.05]}

{"formula": "C26H22BN5O3Zn", "method": "wB97M-V/def2-TZVPD", "species": ["Zn", "O", "O", "O", "N", "N", "N", "N", "N", "C", "C", "C", "C", "C", "C", "C", "C", "C", "C", "C", "C", "C", "C", "C", "C", "C", "C", "C", "C", "C", "C", "C", "C", "C", "C", "B", "H", "H", "H", "H", "H", "H", "H", "H", "H", "H", "H", "H", "H", "H", "H", "H", "H", "H", "H", "H", "H", "H"], "xyz": [[0.08745, 1.05803, -1.92836], [1.01197, -2.09503, -2.68451], [-1.09212, -2.03488, -1.79646], [0.19602, 2.83636, -2.37767], [-2.76227, 0.21018, -0.62950], [-2.21314, 0.87326, -1.66382], [0.01128, 1.16289, 0.15951], [2.93408, 1.27008, -0.52636], [2.35843, 0.80124, -1.64085], [-3.00933, -0.37240, 1.67758], [3.52954, 4.99621, 2.59583], [3.09309, 3.06210, 1.04228], [-0.88949, -5.67885, -2.21219], [-3.03194, 0.72099, -2.68114], [-3.92592, -0.38419, -1.01359], [0.41751, 3.10079, 1.52326], [-1.48397, -4.46507, -1.85077], [-1.33444, -0.17321, 3.32853], [2.60766, 3.99777, 1.94322], [2.27650, 2.14098, 0.39297], [-2.18022, 0.14014, 0.68114], [-2.63484, -0.53337, 3.00349], [4.23105, 0.87754, -0.44473], [-0.75472, -3.31267, -2.05332], [-0.49668, 0.35716, 2.37406], [3.27989, 0.08446, -2.25187], [1.12287, -4.54207, -2.95396], [4.49670, 0.10243, -1.54586], [-3.58903, -1.11136, 4.01696], [1.23514, 4.01469, 2.15400], [-0.86043, 0.59064, 1.01593], [0.89190, 2.09020, 0.66318], [0.52952, -3.34968, -2.59608], [-4.13987, -0.06963, -2.33054], [0.38957, -5.71671, -2.75363], [0.00563, -1.16628, -2.18048], [4.47011, 4.52962, 2.90054], [-3.29397, -0.83220, 5.03105], [-3.62504, -2.20535, 3.97387], [3.02368, -0.41627, -3.17110], [-0.65076, 3.13130, 1.69292], [-1.43518, -6.60391, -2.06615], [2.12124, -4.55962, -3.37279], [-2.76518, 1.17850, -3.62067], [-2.47887, -4.42145, -1.42623], [4.84506, 1.14008, 0.39820], [3.06926, 5.42356, 3.48945], [-0.96808, -0.30223, 4.34396], [5.42213, -0.39197, -1.78977], [3.77473, 5.82274, 1.92183], [-4.96402, -0.38449, -2.94854], [0.51214, 0.62531, 2.65875], [-4.50373, -1.00378, -0.35599], [-4.60681, -0.74403, 3.85967], [4.15008, 3.08397, 0.80543], [-4.02646, -0.63983, 1.43001], [0.79507, 4.75816, 2.81314], [0.82720, -6.67087, -3.02383]], "forces_ev_per_a": [[-0.1, 0.3, -1.0], [0.0, 0.1, 0.0], [0.0, 0.1, 0.0], [0.0, -0.3, -0.3], [-0.2, -0.2, -0.2], [-0.4, 0.0, 0.7], [0.1, -0.2, 0.5], [0.2, -0.1, 0.0], [0.5, -0.2, 0.5], [0.0, 0.0, 0.1], [0.0, 0.0, 0.0], [-0.1, 0.2, 0.0], [0.0, 0.0, 0.0], [0.1, 0.1, -0.1], [0.1, 0.0, 0.0], [0.1, 0.1, 0.1], [0.0, 0.0, 0.0], [0.1, 0.1, 0.0], [0.1, -0.1, 0.0], [0.0, 0.3, -0.1], [0.0, -0.1, 0.1], [-0.1, -0.1, -0.1], [0.0, -0.1, 0.2], [0.0, -0.1, 0.0], [0.0, 0.0, 0.1], [0.0, 0.1, -0.2], [0.0, 0.0, 0.0], [0.0, 0.0, 0.0], [0.0, 0.0, 0.0], [-0.2, -0.1, 0.0], [0.0, 0.1, -0.1], [-0.2, -0.1, 0.2], [0.0, -0.1, 0.0], [0.0, 0.0, 0.0], [0.0, 0.0, 0.0], [0.0, 0.1, -0.2], [0.0, 0.0, 0.0], [0.0, 0.0, 0.0], [0.0, 0.0, 0.0], [0.0, 0.0, 0.0], [0.0, 0.0, 0.0], [0.0, 0.0, 0.0], [0.0, 0.0, 0.0], [0.0, 0.0, 0.0], [0.0, 0.0, 0.0], [0.0, 0.0, 0.0], [0.0, 0.0, 0.0], [0.0, 0.0, 0.0], [0.0, 0.0, 0.0], [0.0, 0.0, 0.0], [0.0, 0.0, 0.0], [0.0, 0.0, 0.0], [0.0, 0.0, 0.0], [0.0, 0.0, 0.0], [0.0, 0.0, -0.1], [0.0, 0.0, 0.0], [0.0, 0.0, 0.0], [0.0, 0.0, 0.0]], "spin_multiplicity": 1, "charge": -2, "gap_ev": 3.23}

Question: Number 4 is which compound?
Answer: C26H22BN5O3Zn